# 1
Density functional theory data (wB97M-V/def2-TZVPD) for a cluster of 10 separate species, C4H28O10 in total at a distorted geometry.

Structure (XYZ):
```
42
Properties=species:S:1:pos:R:3:lowdin_charge:R:1
C -0.5533 2.9666 -5.7257 -0.185
O 0.2678 2.4409 -4.7052 -0.108
H -0.4938 2.4287 -6.6718 0.071
H -1.6179 3.0683 -5.5151 0.072
H -0.2154 3.9682 -5.9916 0.076
H -0.0794 1.5879 -4.4343 0.074
C -3.3435 3.7680 6.1633 -0.182
O -2.1759 3.5154 5.4296 -0.118
H -4.1884 3.3590 5.6092 0.074
H -3.3543 3.3131 7.1538 0.078
H -3.5468 4.8336 6.2687 0.073
H -2.3601 3.6185 4.4930 0.076
C 2.6175 -5.6901 0.0048 -0.158
O 3.2116 -6.9622 -0.3093 -0.122
H 1.8186 -5.2944 -0.6224 0.075
H 2.1041 -5.7880 0.9613 0.063
H 3.3849 -4.9593 0.2600 0.075
H 2.6671 -7.4553 -0.9272 0.068
C -4.5786 -1.5126 -1.4017 -0.130
O -3.3421 -1.0671 -2.0269 -0.154
H -5.0014 -0.6332 -0.9159 0.073
H -5.2967 -1.9423 -2.1001 0.075
H -4.2365 -2.3018 -0.7321 0.074
H -2.6549 -0.8976 -1.3783 0.062
O 4.8190 -0.5092 2.1366 -0.054
H 4.5400 -0.4872 3.0519 0.028
H 5.7159 -0.8422 2.1670 0.030
O -1.4740 3.3709 0.4383 -0.056
H -1.9516 3.7207 -0.3138 0.029
H -0.7067 2.9435 0.0577 0.024
O 1.0166 -0.0275 -0.0763 -0.053
H 1.9499 -0.1025 0.1228 0.025
H 0.5893 -0.0082 0.7800 0.028
O 2.0861 -2.9662 -4.7545 -0.054
H 1.2026 -2.9502 -4.3867 0.027
H 2.1568 -3.8248 -5.1718 0.027
O 5.2282 3.7561 -0.4578 -0.053
H 5.2308 3.2512 -1.2710 0.029
H 4.8741 3.1544 0.1971 0.024
O -1.4722 -1.0757 4.4975 -0.055
H -1.2124 -1.5774 5.2701 0.029
H -1.6245 -0.1899 4.8266 0.025
```

Properties
**HOMO level**: -10.287 eV
**SMILES**: CO.CO.CO.CO.O.O.O.O.O.O
**HOMO-LUMO gap**: 10.41 eV
**2S+1**: 1
**Energy above the lowest of the compared OMol25 structures with the same formula, charge and spin**: 2.969 eV
**Total charge**: 0
**Strongest force on any atom**: 1.9 eV/Å
**E_LUMO**: 0.0044 hartree

---

# 2
Density functional theory data (wB97M-V/def2-TZVPD) for a cluster of 10 separate species, C4H29NO11 in total at a distorted geometry.

Structure (XYZ):
```
45
Properties=species:S:1:pos:R:3:lowdin_charge:R:1
C 0.2208 0.1772 -1.0546 -0.236
C -0.1939 1.6653 -0.9766 -0.145
C -1.7707 1.9333 -1.1243 -0.167
O -2.3558 1.0255 -0.1637 -0.141
N 1.3941 -0.1305 -1.8899 -0.060
C 2.0711 -1.3471 -1.7477 -0.265
O 1.3680 -2.4136 -2.4920 -0.086
H 0.3769 -0.2595 -0.0745 0.089
H -0.6847 -0.3960 -1.3187 0.101
H 0.2961 2.1372 -1.8956 0.133
H 0.2553 1.9787 0.0309 0.113
H -1.9042 2.9172 -0.7023 0.094
H -1.8379 1.7074 -2.1967 0.118
H -2.5872 0.1371 -0.5271 0.024
H 1.2553 0.2188 -2.8287 0.099
H 3.1087 -1.3660 -2.1171 0.123
H 2.1711 -1.7179 -0.7289 0.118
H 0.8990 -3.0068 -1.8815 0.068
H 0.8425 2.6126 2.5742 0.015
H 2.1590 2.9283 1.8169 0.026
O 1.7912 2.4352 2.5619 -0.065
H 4.0487 1.6074 -0.2396 0.032
H 2.6779 1.2316 -0.8174 0.003
O 3.2238 1.9976 -0.5416 -0.071
H -1.8963 2.9004 2.3612 0.041
H -1.7857 2.9812 0.8999 -0.024
O -1.8829 3.5677 1.6635 -0.043
H -2.6059 -2.2389 -0.4579 0.046
H -3.9297 -1.5515 -0.7034 0.083
O -2.9769 -1.3940 -0.7598 -0.032
H -0.7125 0.4711 -3.6221 0.000
H -0.4623 -0.8016 -4.4408 0.049
O -0.3400 0.1530 -4.4482 -0.041
H 0.3912 -2.7340 3.4616 0.060
H 1.7323 -2.7502 2.6624 0.057
O 0.8545 -3.1498 2.6856 -0.084
H -1.3578 0.5402 1.1979 0.031
H -1.0322 -0.7822 1.5563 0.042
O -0.6127 0.0891 1.6691 -0.083
H -0.3025 -2.8626 1.3906 0.001
H -1.4795 -3.9058 1.1697 0.047
O -1.1378 -3.0503 0.9064 -0.075
H 1.3323 -0.3297 4.3498 0.057
H 0.0671 -0.2652 3.4288 0.007
O 0.6173 -0.8477 3.9669 -0.063
```

Properties
**HOMO level**: -9.151 eV
**SMILES**: OCCCNCO.O.O.O.O.O.O.O.O.O
**HOMO-LUMO gap**: 9.12 eV
**2S+1**: 1
**Energy above the lowest of the compared OMol25 structures with the same formula, charge and spin**: 3.156 eV
**Total charge**: 0
**Strongest force on any atom**: 4.9 eV/Å
**E_LUMO**: -0.0010 hartree

---

# 3
Density functional theory data (wB97M-V/def2-TZVPD) for a cluster of 11 separate species, C4H29NO14 in total at a distorted geometry.

Structure (XYZ):
```
48
Properties=species:S:1:pos:R:3:lowdin_charge:R:1
O -1.6828 1.9794 -0.9666 0.051
C -1.4082 0.6915 -0.8213 -0.128
N -0.5380 0.2165 0.0146 0.142
C 0.4148 0.9330 0.8199 -0.158
C 1.8685 0.7487 0.4133 -0.171
O 2.6519 1.9561 0.4219 -0.075
C 0.1883 0.1796 2.2635 -0.469
O -0.0796 -1.1331 2.0807 -0.248
H -2.3245 0.1589 -1.0676 0.151
H -0.3756 -0.7956 0.1117 0.144
H 0.0620 1.9239 1.0967 0.150
H 1.9115 0.4942 -0.6398 0.095
H 2.3879 -0.0065 0.9958 0.104
H 1.2861 2.8672 -0.5026 0.017
H -0.6125 0.6498 2.8635 0.143
H -3.3897 2.0862 1.2259 0.048
H -4.4629 1.1908 1.4805 0.062
O -3.6156 1.4181 1.8930 -0.049
H 0.9534 -3.6423 0.9897 -0.010
H -0.3812 -3.2518 1.5033 0.014
O 0.0721 -4.0310 1.1323 -0.077
H 1.4365 0.2815 -3.0995 0.037
H 0.3703 -0.5470 -2.3087 0.012
O 0.6853 0.3613 -2.4963 -0.074
H -3.3657 -3.0283 -0.9350 0.044
H -2.8145 -1.9251 0.0527 -0.003
O -2.9923 -2.1485 -0.8989 -0.084
H 1.3428 -1.8921 1.7414 0.003
H 2.6329 -2.7423 2.0654 0.048
O 2.2065 -2.2530 1.3610 -0.099
H 0.0373 2.3401 -3.3421 0.028
H -1.0808 2.6018 -1.4765 0.086
O -0.6783 2.9744 -3.2517 -0.042
H -1.7774 -1.2567 2.2303 0.048
H -3.1508 -0.4854 1.6905 0.013
O -2.5579 -1.2438 1.6013 -0.093
H 0.4586 4.2490 -0.1995 0.084
H -0.4361 3.7709 -2.7799 0.032
O 0.5685 3.4597 -0.7589 -0.052
H 3.5714 -0.1479 -2.1501 0.052
H 3.7707 -1.4878 -2.8342 0.055
O 3.1608 -0.7447 -2.7936 -0.044
H 0.5086 -2.8860 -1.2197 0.059
H -0.8286 -2.1851 -1.4673 0.020
O 0.0586 -2.2947 -1.8517 -0.046
H 2.8113 2.3730 1.2782 0.105
H 1.7641 -0.2329 3.5343 0.096
O 1.3723 0.4559 2.9999 -0.025
```

Properties
**HOMO level**: -8.877 eV
**HOMO-LUMO gap**: 8.99 eV
**2S+1**: 1
**Energy above the lowest of the compared OMol25 structures with the same formula, charge and spin**: 4.479 eV
**Total charge**: 0
**Strongest force on any atom**: 3.2 eV/Å
**E_LUMO**: 0.0042 hartree

---

# 4
Density functional theory data (wB97M-V/def2-TZVPD) for the molecule C4H2BrNO at a distorted geometry.

Structure (XYZ):
```
9
Properties=species:S:1:pos:R:3:lowdin_charge:R:1
C -0.3842 -1.4708 0.1182 -0.386
C -1.5101 -0.9935 -0.3289 0.075
C 1.0982 2.2052 0.2628 -0.339
C 1.3215 1.0315 -0.2607 -0.511
N 0.6551 -1.8624 0.4860 -0.082
O 0.4306 3.1672 0.4856 0.104
Br 2.3095 -0.4221 0.1278 1.001
H -1.9882 -1.4095 -1.1889 0.070
H -1.9324 -0.2454 0.2981 0.068
```

Properties
**HOMO level (spin up / spin down)**: -8.962 / -8.612 eV
**HOMO-LUMO gap (spin up / spin down)**: 7.26 / 6.48 eV
**2S+1**: 1
**Energy above the lowest of the compared OMol25 structures with the same formula, charge and spin**: 4.705 eV
**Total charge**: 0
**Strongest force on any atom**: 2.9 eV/Å
**E_LUMO (spin up / spin down)**: -0.0624 / -0.0782 hartree